Record 1
# C17H35ILaNOP2Si

A structure of composition C17H35ILaNOP2Si at a distorted geometry (ωB97M-V with the def2-TZVPD basis set, the Open Molecules 2025 dataset).

Properties
net charge = +2
HOMO level = -14.34 eV
HOMO-LUMO gap = 6.220 eV
molecular weight = 625.317 g/mol
total energy = -2099.74445 Eh

Cartesian coordinates (Å):
C 0.62201 -1.06226 -1.98314
I -0.85942 2.24916 2.39585
H 0.34190 -0.48042 -2.88394
H 0.18460 -2.07128 -2.08023
H 1.72523 -1.18037 -1.98914
La 0.12631 0.11212 0.06531
P -2.55058 -1.12063 -0.29464
C -2.69163 -2.59276 0.80395
C -4.08606 -0.22783 0.14943
H -4.97642 -0.77426 -0.19333
H -4.08839 -2.18177 -1.87661
H -4.06594 0.75985 -0.33030
H -2.93145 -1.07642 -2.68166
H -2.64658 -2.26861 1.85376
H -4.13464 -0.08935 1.23662
C -3.04386 -1.84230 -1.90286
H -3.64260 -3.11451 0.62511
H -2.38577 -2.68400 -2.15150
H -1.86042 -3.28632 0.61448
P 2.67884 1.61801 -0.03177
C 3.99589 1.05609 1.11312
C 3.61034 1.77231 -1.60770
H 1.55410 3.76230 -0.02186
H 3.32971 3.96691 0.00344
H 2.44612 3.54457 1.50355
C 2.49050 3.39034 0.41760
H 2.92431 2.09579 -2.40434
H 4.42258 2.50692 -1.50422
H 4.93217 1.59753 0.92825
H 4.16756 -0.01536 0.94523
H 4.03141 0.79677 -1.88785
H 3.70314 1.19489 2.16012
C 0.88166 -2.31585 1.10827
O 1.09303 -3.44023 0.79806
C 0.35510 5.09549 4.03309
Si 0.47889 3.25189 4.31796
C 2.22660 2.61197 4.26733
C -0.41327 2.64380 5.84437
N 0.75501 -1.35351 1.92463
C 0.99063 -1.49670 3.34658
C 2.29623 -1.63195 3.78877
C 2.51792 -1.87814 5.15002
C 1.43400 -1.95813 6.03121
C 0.12768 -1.76377 5.56818
C -0.09624 -1.47307 4.21533
H 0.12607 5.61188 4.97676
H -0.43708 5.34121 3.31700
H 1.30418 5.49621 3.65474
H 2.87328 3.27690 4.86886
H 2.28647 1.60307 4.71179
H 2.65236 2.58069 3.26070
H -1.50099 2.76790 5.75334
H -0.19631 1.58118 6.02517
H -0.07784 3.21796 6.72230
H 3.11734 -1.54820 3.07109
H 3.52869 -2.02155 5.52242
H 1.60557 -2.15146 7.09042
H -0.71597 -1.83235 6.25572
H -1.08676 -1.23260 3.81883

Cartesian forces (eV/Å) of the 3 atoms listed first:
C 0.084 -0.355 -0.123
I -0.231 0.015 -0.046
H 0.136 -0.262 0.246

=====

Record 2
# C4H6AuO3

A structure of composition C4H6AuO3 at a distorted geometry (ωB97M-V with the def2-TZVPD basis set, the Open Molecules 2025 dataset).

Properties
net charge = +2
spin multiplicity = 4
HOMO level (alpha / beta) = -17.60 / -21.90 eV
expectation value of S² = 3.766
HOMO-LUMO gap (alpha / beta) = 7.149 / 6.653 eV
molecular weight = 299.056 g/mol
total energy = -516.39405 Eh

Cartesian coordinates (Å):
O 0.50453 2.20228 -0.43233
O 0.05037 0.54436 0.96764
O 0.33139 0.10762 -1.20964
C -0.53548 -0.74841 1.11757
C -0.81912 -0.97603 2.55673
C 0.38075 1.02961 -0.20413
H -1.25011 -1.97511 2.69600
H 0.09537 -0.90943 3.17263
H -1.53310 -0.23547 2.95953
Au -0.66069 -1.53162 -0.65108
C 0.77897 0.55343 -2.50780
H 0.16006 1.37699 -2.87585
H 0.67627 -0.31300 -3.16725
H 1.82080 0.87479 -2.42202

Cartesian forces (eV/Å) of the 3 atoms listed first:
O 1.037 4.508 -0.667
O 0.888 2.070 -1.790
O 1.663 3.995 0.750

=====

Record 3
# C25H43N2O4S3Si2Ta

A structure of composition C25H43N2O4S3Si2Ta at a distorted geometry (ωB97M-V with the def2-TZVPD basis set, the Open Molecules 2025 dataset).

Properties
net charge = +1
spin multiplicity = 2
HOMO level (alpha / beta) = -10.71 / -11.12 eV
expectation value of S² = 0.756
HOMO-LUMO gap (alpha / beta) = 7.198 / 7.794 eV
molecular weight = 768.950 g/mol
total energy = -3219.52788 Eh

Cartesian coordinates (Å):
Ta 0.52747 0.73245 -2.75885
O 2.60728 1.11199 -3.17857
N 3.13796 2.28292 -2.81929
C 4.45712 2.32166 -2.55386
C 5.05658 3.49239 -2.17884
C 4.28186 4.64822 -2.06871
C 2.93726 4.58926 -2.35323
C 2.35176 3.38079 -2.73873
S 0.67667 3.23877 -3.11669
H 4.97316 1.37826 -2.64954
H 6.11603 3.50423 -1.97222
H 4.73389 5.58015 -1.75870
H 2.29872 5.45760 -2.28467
C -3.79999 -4.19608 -1.68280
Si -2.86916 -3.78801 -3.27272
C -3.89328 -4.20911 -4.79440
C -1.22486 -4.69367 -3.28631
C -2.75001 -1.87258 -3.24877
C -3.93920 -1.15177 -3.18449
C -3.96994 0.23978 -3.11884
C -2.77596 0.91394 -3.08177
N -1.61088 0.25319 -3.13396
C -1.58291 -1.09853 -3.24748
S 0.07121 -1.65223 -3.36262
H -3.96228 -5.27273 -1.59917
H -4.77981 -3.71532 -1.64819
H -3.24058 -3.87450 -0.80186
H -4.07149 -5.28523 -4.84543
H -3.38615 -3.91372 -5.71445
H -4.86775 -3.71709 -4.77790
H -1.40227 -5.77114 -3.25155
H -0.60954 -4.42935 -2.42605
H -0.64606 -4.48139 -4.18512
H -4.88029 -1.69151 -3.18395
H -4.90302 0.78218 -3.08237
H -2.71754 1.99203 -3.00715
C -3.04085 0.55435 2.85062
C -1.94970 1.61622 2.83058
C -1.18349 1.63534 4.14780
C -2.52249 2.98960 2.51453
O -1.05795 1.28320 1.73213
Si 0.44150 0.73928 1.70924
S 0.79198 0.61315 -0.49329
O 1.45140 1.83282 2.29748
C 2.87761 1.97712 2.52087
C 3.62156 1.92812 1.19199
C 3.03968 3.34522 3.16781
C 3.35507 0.87787 3.46058
O 0.75485 -0.73059 2.25442
C 0.58112 -2.12404 1.89031
C -0.71697 -2.31609 1.11314
C 1.78585 -2.55661 1.06229
C 0.53881 -2.87691 3.21201
H -3.78218 0.78886 3.61454
H -2.61034 -0.42369 3.07163
H -3.53578 0.51033 1.88006
H -1.85550 1.87366 4.97074
H -0.39055 2.38296 4.10791
H -0.72897 0.65825 4.33628
H -3.23762 3.28480 3.28226
H -3.02901 2.97009 1.54944
H -1.72158 3.72840 2.47531
H 3.19518 2.66391 0.50652
H 3.53314 0.94064 0.73870
H 4.67795 2.15260 1.34197
H 2.63821 4.12184 2.51596
H 4.09442 3.54949 3.35306
H 2.50728 3.37588 4.11851
H 3.22171 -0.10115 3.00144
H 2.77609 0.90497 4.38433
H 4.40858 1.02273 3.69931
H -0.67541 -1.78978 0.15844
H -1.56168 -1.93103 1.68716
H -0.88108 -3.37588 0.91633
H 1.83061 -1.99563 0.12921
H 1.71641 -3.61879 0.82673
H 2.70706 -2.38607 1.62139
H -0.32483 -2.56245 3.79926
H 1.44219 -2.66851 3.78535
H 0.47370 -3.95038 3.03496

Cartesian forces (eV/Å) of the 3 atoms listed first:
Ta 1.049 0.241 1.535
O -1.184 -0.724 0.050
N -0.128 0.533 0.081

=====

- What is the formula in the first record?
  C17H35ILaNOP2Si

=====

- Which of these has the lowest molecular weight?
  C4H6AuO3

=====

- What is the formula in the first record?
  C17H35ILaNOP2Si

=====

- net charge of number 2 (C4H6AuO3)?
  +2